1.
C3H7BrN3 | ωB97M-V/def2-TZVPD

LUMO = -5.935 eV
HOMO level = -14.10 eV
SMILES = C=N/C=[N+](/C)NBr
Frontier orbital gap = 0.3000 hartree
E = -2856.3759 a.u.
Charge = +1

Geometry (Å):
1 C 1.621 -1.536 1.022
2 N 0.438 -1.423 1.342
3 C -0.601 -0.740 0.967
4 N -0.320 0.098 -0.073
5 C -1.142 1.139 -0.592
6 N 0.983 0.184 -0.492
7 Br 2.068 1.885 0.337
8 H 2.470 -0.982 1.268
9 H 1.987 -2.544 0.636
10 H -1.570 -0.680 1.307
11 H -2.123 0.727 -0.726
12 H -1.202 1.761 0.201
13 H -0.830 1.676 -1.453
14 H 1.159 0.536 -1.431

Cartesian forces (eV/Å) of the 2 atoms listed first:
C 2.5 -3.4 -1.3
N -4.8 0.6 1.0

Atomic partial charges in e from the Löwdin method, atoms 1 to 2: C 0.078; N 0.109

2.
C4H7NO | ωB97M-V/def2-TZVPD

LUMO = 0.859 eV
HOMO level = -8.63 eV
SMILES = CC=C=O.C=N
Frontier orbital gap = 0.3486 hartree
E = -286.5389 a.u.
Charge = 0

Geometry (Å):
1 C -2.481 0.151 0.238
2 C -0.979 0.052 0.137
3 C -0.264 0.913 -0.552
4 O 0.351 1.704 -1.159
5 H -2.942 -0.821 0.039
6 H -2.879 0.857 -0.497
7 H -2.806 0.483 1.230
8 H -0.436 -0.754 0.620
9 C 2.655 -0.163 0.004
10 N 1.983 -1.067 -0.580
11 H 2.803 0.792 -0.502
12 H 3.085 -0.253 1.007
13 H 1.910 -1.896 0.014

Cartesian forces (eV/Å) of the 2 atoms listed first:
C -0.2 0.0 0.0
C 0.1 0.1 -0.1

Atomic partial charges in e from the Löwdin method, atoms 1 to 2: C -0.111; C -0.165

3.
C4H12NO | ωB97M-V/def2-TZVPD

LUMO = -3.502 eV
HOMO level = -14.29 eV
Frontier orbital gap = 0.3964 hartree
E = -289.3229 a.u.
Charge = +1

Geometry (Å):
1 C 1.119 0.569 -1.203
2 N 1.478 1.366 -0.002
3 C 1.000 0.605 1.190
4 C -0.427 0.216 0.706
5 C -0.337 0.074 -0.886
6 H 1.828 -0.173 -1.422
7 H 1.127 1.137 -2.171
8 H 2.444 1.848 -0.084
9 H 0.833 2.192 -0.216
10 H 1.693 -0.216 1.272
11 H 1.197 1.205 1.994
12 H -1.064 1.072 0.898
13 H -0.902 -0.563 1.327
14 H -0.378 -1.034 -1.114
15 H -1.087 0.641 -1.381
16 H -2.740 -2.880 1.153
17 H -3.300 -2.948 -0.300
18 O -2.485 -3.111 0.241

Cartesian forces (eV/Å) of the 2 atoms listed first:
C -1.8 0.4 -1.8
N 0.3 3.5 -2.5

Atomic partial charges in e from the Löwdin method, atoms 1 to 2: C -0.134; N 0.011

4.
C4H7NO2 | ωB97M-V/def2-TZVPD

LUMO (alpha / beta) = 0.517 / 0.635 eV
HOMO level (alpha / beta) = -6.71 / -6.73 eV
SMILES = N/C=C(O)\C=C/O
Frontier orbital gap (alpha / beta) = 0.2654 / 0.2708 hartree
E = -361.7126 a.u.
Charge = 0

Geometry (Å):
1 N 1.325 -0.423 1.147
2 C 0.533 -0.886 0.075
3 C -0.856 -0.682 -0.019
4 O -1.743 -1.698 -0.262
5 C -1.255 0.650 -0.001
6 C -0.181 1.447 -0.405
7 O 0.321 1.378 -1.690
8 H 2.325 -0.429 0.999
9 H 0.828 0.132 1.832
10 H 0.978 -1.742 -0.437
11 H -1.345 -2.539 -0.005
12 H -2.194 1.019 0.394
13 H -0.021 2.440 0.021
14 H 1.286 1.332 -1.650

Cartesian forces (eV/Å) of the 2 atoms listed first:
N -0.3 -0.8 -0.6
C -0.9 -0.5 0.8

Atomic partial charges in e from the Löwdin method, atoms 1 to 2: N 0.025; C -0.132

5.
C4H5N | ωB97M-V/def2-TZVPD

LUMO = 0.756 eV
HOMO level = -7.69 eV
Frontier orbital gap = 0.3104 hartree
E = -209.9778 a.u.
Charge = 0

Geometry (Å):
1 C 2.191 -0.276 0.386
2 C 0.998 -0.396 0.261
3 C -0.448 -0.500 0.159
4 C -1.409 0.630 0.396
5 N -0.992 0.187 -1.038
6 H 3.247 -0.170 0.504
7 H -0.820 -1.518 0.279
8 H -0.812 1.538 0.564
9 H -1.696 -0.295 -1.585
10 H -0.298 0.667 -1.605

Cartesian forces (eV/Å) of the 2 atoms listed first:
C -0.5 -0.1 -0.1
C 0.5 0.1 0.1

Atomic partial charges in e from the Löwdin method, atoms 1 to 2: C 0.115; C -0.108

6.
C24H31N5Os | ωB97M-V/def2-TZVPD

LUMO (alpha / beta) = -5.261 / -8.025 eV
HOMO level (alpha / beta) = -11.83 / -13.81 eV
2S+1 = 5
Frontier orbital gap (alpha / beta) = 0.2414 / 0.2126 hartree
E = -1296.9548 a.u.
Charge = +2

Geometry (Å):
1 Os -0.577 -0.048 -0.044
2 N -1.041 -2.035 0.737
3 C 0.055 -2.773 1.418
4 C 1.315 -2.573 0.614
5 N 1.547 -1.140 0.334
6 C 2.274 -0.390 1.372
7 C 1.353 0.079 2.476
8 N 0.170 0.787 1.891
9 H -1.309 -2.553 -0.098
10 H -1.870 -2.021 1.317
11 H 0.149 -2.394 2.429
12 H -0.176 -3.831 1.487
13 H 2.160 -3.020 1.139
14 H 1.212 -3.080 -0.345
15 H 2.051 -1.071 -0.540
16 H 3.073 -0.988 1.817
17 H 2.740 0.471 0.893
18 H 0.995 -0.747 3.079
19 H 1.898 0.744 3.140
20 H -0.523 0.943 2.618
21 H 0.461 1.718 1.606
22 C -2.183 5.026 -1.329
23 C -1.177 3.927 -1.213
24 C 0.166 3.882 -1.544
25 C 0.611 2.598 -1.254
26 N -0.410 1.875 -0.750
27 N -1.488 2.719 -0.727
28 C 1.971 2.011 -1.444
29 H -1.731 5.896 -1.799
30 H -2.552 5.322 -0.345
31 H -3.037 4.714 -1.934
32 H 0.747 4.688 -1.971
33 H -2.406 2.375 -0.511
34 H 2.428 2.411 -2.347
35 H 1.914 0.930 -1.535
36 H 2.629 2.265 -0.608
37 C -0.704 -0.862 -1.802
38 C -0.228 -1.693 -2.572
39 C 0.280 -2.786 -3.331
40 C -0.030 -4.107 -2.761
41 C 0.860 -5.189 -2.866
42 C 0.557 -6.412 -2.283
43 C -0.631 -6.588 -1.583
44 C -1.520 -5.524 -1.459
45 C -1.223 -4.299 -2.034
46 C 1.123 -2.519 -4.468
47 C 1.656 -1.226 -4.671
48 C 2.502 -0.963 -5.728
49 C 2.830 -1.978 -6.623
50 C 2.279 -3.247 -6.466
51 C 1.433 -3.518 -5.409
52 H 1.806 -5.060 -3.381
53 H 1.256 -7.236 -2.379
54 H -0.869 -7.551 -1.145
55 H -2.458 -5.661 -0.932
56 H -1.946 -3.489 -1.980
57 H 1.382 -0.428 -3.987
58 H 2.904 0.034 -5.870
59 H 3.499 -1.774 -7.451
60 H 2.504 -4.026 -7.184
61 H 0.969 -4.496 -5.330

Cartesian forces (eV/Å) of the 2 atoms listed first:
Os 0.3 -0.3 0.0
N 0.0 0.2 0.1

Atomic partial charges in e from the Löwdin method, atoms 1 to 2: Os 1.444; N -0.088

Please write out number 6 again, unchanged.
C24H31N5Os | ωB97M-V/def2-TZVPD

LUMO (alpha / beta) = -5.261 / -8.025 eV
HOMO level (alpha / beta) = -11.83 / -13.81 eV
2S+1 = 5
Frontier orbital gap (alpha / beta) = 0.2414 / 0.2126 hartree
E = -1296.9548 a.u.
Charge = +2

Geometry (Å):
1 Os -0.577 -0.048 -0.044
2 N -1.041 -2.035 0.737
3 C 0.055 -2.773 1.418
4 C 1.315 -2.573 0.614
5 N 1.547 -1.140 0.334
6 C 2.274 -0.390 1.372
7 C 1.353 0.079 2.476
8 N 0.170 0.787 1.891
9 H -1.309 -2.553 -0.098
10 H -1.870 -2.021 1.317
11 H 0.149 -2.394 2.429
12 H -0.176 -3.831 1.487
13 H 2.160 -3.020 1.139
14 H 1.212 -3.080 -0.345
15 H 2.051 -1.071 -0.540
16 H 3.073 -0.988 1.817
17 H 2.740 0.471 0.893
18 H 0.995 -0.747 3.079
19 H 1.898 0.744 3.140
20 H -0.523 0.943 2.618
21 H 0.461 1.718 1.606
22 C -2.183 5.026 -1.329
23 C -1.177 3.927 -1.213
24 C 0.166 3.882 -1.544
25 C 0.611 2.598 -1.254
26 N -0.410 1.875 -0.750
27 N -1.488 2.719 -0.727
28 C 1.971 2.011 -1.444
29 H -1.731 5.896 -1.799
30 H -2.552 5.322 -0.345
31 H -3.037 4.714 -1.934
32 H 0.747 4.688 -1.971
33 H -2.406 2.375 -0.511
34 H 2.428 2.411 -2.347
35 H 1.914 0.930 -1.535
36 H 2.629 2.265 -0.608
37 C -0.704 -0.862 -1.802
38 C -0.228 -1.693 -2.572
39 C 0.280 -2.786 -3.331
40 C -0.030 -4.107 -2.761
41 C 0.860 -5.189 -2.866
42 C 0.557 -6.412 -2.283
43 C -0.631 -6.588 -1.583
44 C -1.520 -5.524 -1.459
45 C -1.223 -4.299 -2.034
46 C 1.123 -2.519 -4.468
47 C 1.656 -1.226 -4.671
48 C 2.502 -0.963 -5.728
49 C 2.830 -1.978 -6.623
50 C 2.279 -3.247 -6.466
51 C 1.433 -3.518 -5.409
52 H 1.806 -5.060 -3.381
53 H 1.256 -7.236 -2.379
54 H -0.869 -7.551 -1.145
55 H -2.458 -5.661 -0.932
56 H -1.946 -3.489 -1.980
57 H 1.382 -0.428 -3.987
58 H 2.904 0.034 -5.870
59 H 3.499 -1.774 -7.451
60 H 2.504 -4.026 -7.184
61 H 0.969 -4.496 -5.330

Cartesian forces (eV/Å) of the 2 atoms listed first:
Os 0.3 -0.3 0.0
N 0.0 0.2 0.1

Atomic partial charges in e from the Löwdin method, atoms 1 to 2: Os 1.444; N -0.088

Question: Which value of charge does entry 4 give?
Answer: 0

Repeat the second record exactly.
C4H7NO | ωB97M-V/def2-TZVPD

LUMO = 0.859 eV
HOMO level = -8.63 eV
SMILES = CC=C=O.C=N
Frontier orbital gap = 0.3486 hartree
E = -286.5389 a.u.
Charge = 0

Geometry (Å):
1 C -2.481 0.151 0.238
2 C -0.979 0.052 0.137
3 C -0.264 0.913 -0.552
4 O 0.351 1.704 -1.159
5 H -2.942 -0.821 0.039
6 H -2.879 0.857 -0.497
7 H -2.806 0.483 1.230
8 H -0.436 -0.754 0.620
9 C 2.655 -0.163 0.004
10 N 1.983 -1.067 -0.580
11 H 2.803 0.792 -0.502
12 H 3.085 -0.253 1.007
13 H 1.910 -1.896 0.014

Cartesian forces (eV/Å) of the 2 atoms listed first:
C -0.2 0.0 0.0
C 0.1 0.1 -0.1

Atomic partial charges in e from the Löwdin method, atoms 1 to 2: C -0.111; C -0.165